## a
This record from the OMol25 dataset describes a 3-piece molecular cluster, C4H14O2 overall. The level of theory is wB97M-V/def2-TZVPD.

Last column: Mulliken spin population.
Positions of all 20 atoms, in Å:
C: -2.60740 0.34607 0.35181  0.01
C: -1.42200 0.82641 1.16722  0.21
C: -0.52854 -0.36635 1.67686  0.27
C: 0.90046 -0.01900 1.93911  0.07
H: -2.33620 0.12183 -0.68409  0.01
H: -3.35483 1.14130 0.42033  0.03
H: -3.04494 -0.60773 0.64631  0.00
H: -1.79285 1.18869 2.16686  0.13
H: -0.90826 1.65789 0.69404  0.00
H: -0.77762 -1.13077 0.91583  0.12
H: -0.86138 -1.01005 2.51191  0.04
H: 1.51191 0.31099 1.10473  0.01
H: 1.35305 -0.89644 2.43059  0.05
H: 1.01389 0.69654 2.77075  0.05
H: 3.73286 -2.23680 -1.45994  0.00
H: 3.92622 -0.83865 -1.91452  0.00
O: 4.04117 -1.38079 -1.15530  0.00
H: -0.60682 0.58811 -2.32372  0.00
H: -1.52677 1.43293 -3.23206  0.00
O: -0.89908 0.71489 -3.24436  0.00

Output
Multiplicity = 2
M = 94.15 g mol⁻¹
HOMO-LUMO gap (spin up / spin down) = 11.0 / 3.9 eV
HOMO energy (spin up / spin down) = -14.2 / -14.2 eV
Expectation value of S² = 0.753
Net charge = +1

=====

## b
This record from the OMol25 dataset describes a 3-piece molecular cluster, C4H14O2 overall. The level of theory is wB97M-V/def2-TZVPD.

Last column: Mulliken spin population.
Positions of all 20 atoms, in Å:
C: -0.69620 -0.89458 -1.03974  0.10
C: 0.83360 -0.75446 -1.12280  0.04
C: 1.45068 0.43925 -0.50630  0.13
C: 0.66013 1.67217 -0.76773  0.03
H: -1.26292 -0.03765 -1.51425  0.00
H: -0.81553 -1.10667 0.01963  0.05
H: -1.15807 -1.75513 -1.50423  0.01
H: 1.09695 -0.92901 -2.21237  0.15
H: 1.21165 -1.65701 -0.61550  0.00
H: 2.48325 0.73236 -0.74632  0.08
H: 1.50705 0.27003 0.62444  0.15
H: 1.11980 2.63379 -0.56354  0.00
H: -0.25730 1.75954 -0.16518  0.06
H: 0.40358 1.69187 -1.84905  0.03
H: -0.36933 -0.60586 2.06755  -0.01
H: 0.53412 -1.88502 1.69495  -0.01
O: 0.37141 -1.17763 2.32739  0.18
H: -2.29594 1.08755 2.45346  0.00
H: -2.83687 0.02757 1.68064  0.00
O: -1.98007 0.48891 1.73894  0.00

Output
Multiplicity = 2
M = 94.15 g mol⁻¹
HOMO-LUMO gap (spin up / spin down) = 13.2 / 5.0 eV
HOMO energy (spin up / spin down) = -16.0 / -15.3 eV
Expectation value of S² = 0.754
Net charge = +1

=====

The structure with the least stability is a.

=====

## a
This record from the OMol25 dataset describes C2Br4O as an isolated structure. The level of theory is wB97M-V/def2-TZVPD.

Last column: natural (NBO) charge in e.
Positions of all 7 atoms, in Å:
C: 0.77146 -0.84896 -1.18832  0.35
C: -1.15023 0.94975 1.29443  -0.29
O: 0.76166 -0.34995 -0.12559  -0.48
Br: 0.01459 -0.08542 -2.73977  0.08
Br: -1.65572 0.26794 2.92265  0.14
Br: 1.60037 -2.53010 -1.53876  0.06
Br: -0.34212 2.59675 1.37535  0.14

Output
M = 359.64 g mol⁻¹
HOMO-LUMO gap = 7.9 eV
HOMO energy = -8.9 eV

=====

## b
This record from the OMol25 dataset describes C2Br4O as an isolated structure. The level of theory is wB97M-V/def2-TZVPD.

Last column: natural (NBO) charge in e.
Positions of all 7 atoms, in Å:
C: 0.36064 0.47414 -0.88154  0.45
C: -0.12260 -0.44654 0.55448  -0.48
O: 1.18479 0.16418 -1.68359  -0.47
Br: -0.58942 2.08024 -0.93397  0.07
Br: -0.00095 0.60086 2.06330  0.18
Br: -1.92612 -0.89400 0.04158  0.14
Br: 1.09366 -1.97887 0.83974  0.12

Output
M = 359.64 g mol⁻¹
HOMO-LUMO gap = 10.1 eV
HOMO energy = -10.4 eV

=====

The structure with the least stability is a.

=====

## a
This record from the OMol25 dataset describes C12H16N2O5 as an isolated structure. The level of theory is wB97M-V/def2-TZVPD.

Last column: natural (NBO) charge in e.
Positions of all 35 atoms, in Å:
C: 2.09208 1.19352 2.71750  -0.24
C: 1.40471 0.19488 1.99259  0.64
C: 3.22933 1.89977 1.94753  -0.04
C: -0.38834 -0.07118 0.37818  -0.16
C: -1.32557 -0.82182 1.40020  0.82
C: 0.04650 -0.77847 -0.84605  -0.43
C: -0.95945 -0.80358 -2.00625  -0.07
C: -1.30880 0.35579 -2.74899  -0.20
C: -1.62181 -1.98464 -2.36574  -0.16
C: -2.17617 0.26299 -3.78386  -0.26
C: -2.49519 -2.11773 -3.42998  -0.27
C: -2.80755 -0.92824 -4.05116  0.27
H: 1.65868 0.28357 4.42069  0.41
H: 2.98012 -0.28494 3.72390  0.38
H: 1.57669 2.03100 3.11120  0.24
H: 2.68348 2.78390 1.47081  0.15
H: 3.37228 1.21931 1.01147  0.14
H: 3.91267 1.60817 3.79097  0.51
H: 1.13642 1.80241 0.29016  0.45
H: -1.07329 0.69411 -0.12472  0.24
H: 0.88609 -0.14943 -1.30357  0.22
H: 0.45341 -1.68765 -0.38999  0.25
H: -0.65326 1.25368 -2.71396  0.20
H: -1.37518 -2.78814 -1.75714  0.21
H: -2.38379 1.19475 -4.45069  0.21
H: -2.46835 -3.41712 -3.48232  0.27
H: -4.04824 0.18158 -5.26153  0.47
H: -2.00737 -0.68128 3.17023  0.50
N: 2.60444 0.63920 4.05519  -0.83
N: 0.65894 0.72935 0.97890  -0.56
O: 1.01742 -1.04358 2.78659  -0.70
O: 4.28744 2.15907 2.88244  -0.74
O: -1.91899 -1.91270 1.15209  -0.58
O: -3.50313 -0.89072 -5.18959  -0.65
O: -1.48622 -0.12585 2.62491  -0.68

Output
M = 268.27 g mol⁻¹
HOMO-LUMO gap = 8.1 eV
HOMO energy = -8.7 eV

=====

## b
This record from the OMol25 dataset describes one molecule with the formula C12H16N2O5. The level of theory is wB97M-V/def2-TZVPD.

Last column: natural (NBO) charge in e.
Positions of all 35 atoms, in Å:
N: 3.94587 -0.93020 1.56238  -0.85
C: 4.06287 0.05723 0.51049  -0.18
C: 5.07438 -0.27945 -0.57749  -0.08
O: 5.00685 -1.67921 -0.98123  -0.72
C: 2.70697 0.30292 -0.17993  0.68
O: 2.71522 0.81407 -1.28795  -0.67
N: 1.63492 -0.08244 0.56407  -0.60
C: 0.26393 0.10111 0.13132  -0.15
C: -0.73708 -0.61950 1.07087  -0.42
C: -2.17851 -0.55402 0.55615  -0.04
C: -3.15030 0.04556 1.34375  -0.17
C: -4.48991 0.05870 0.92453  -0.26
C: -4.84086 -0.49458 -0.31617  0.29
O: -6.16144 -0.51677 -0.72786  -0.67
C: -3.89996 -1.06106 -1.12240  -0.29
C: -2.54360 -1.02492 -0.75610  -0.18
C: -0.08043 1.61848 -0.04570  0.79
O: -0.94811 2.09494 0.64128  -0.58
O: 0.54920 2.30083 -1.00173  -0.69
H: 4.21220 -1.86376 1.15535  0.38
H: 4.64984 -0.72861 2.29313  0.37
H: 4.42476 0.98896 0.99232  0.23
H: 6.10145 -0.21911 -0.22856  0.18
H: 4.86874 0.46204 -1.35364  0.21
H: 4.09762 -1.91282 -1.05827  0.46
H: 1.79742 -0.34565 1.52341  0.44
H: 0.28781 -0.27917 -0.89664  0.21
H: -0.36180 -1.60944 1.27678  0.22
H: -0.69752 -0.03000 1.96036  0.23
H: -2.81089 0.62986 2.14606  0.22
H: -5.19641 0.68994 1.48324  0.23
H: -6.20583 -0.72737 -1.65888  0.48
H: -4.21170 -1.60986 -2.05690  0.21
H: -1.79786 -1.28491 -1.45762  0.20
H: 1.35793 1.91452 -1.38151  0.52

Output
Structure (SMILES) = N[C@@H](CO)C(=O)N[C@@H](Cc1ccc(O)cc1)C(=O)O
M = 268.27 g mol⁻¹
HOMO-LUMO gap = 8.9 eV
HOMO energy = -8.5 eV

=====

The structure with the least stability is a.